The following is a DFT calculation (ωB97M-V with the def2-TZVPD basis set) of a 2-piece molecular cluster, C3H6F3O overall in a non-equilibrium geometry.

Output
charge = +1
lowest unoccupied orbital energy (spin up / spin down) = -6.6 / -6.6 eV
relative energy (zero: lowest compared OMol25 entry of this formula, charge and spin) = 4.441 eV
E_HOMO (spin up / spin down) = -15.71 / -15.72 eV
gap between HOMO and LUMO (spin up / spin down) = 9.1 / 9.1 eV
E = -13394.5504 eV

Each line ends with the natural charge from an NBO analysis.
Element x y z (Å)
C (0.10272, 0.87653, -0.77139)  -0.286
C (-0.21690, -0.87558, 0.84592)  -0.258
C (-2.05937, 0.42624, 0.29694)  1.287
O (-0.68349, 0.38265, 0.35563)  -0.307
F (-2.73208, -0.22534, 1.20949)  -0.175
F (-2.07140, -1.14344, -1.42631)  -0.664
F (-2.53578, 1.34120, -0.38301)  -0.157
H (-0.40447, 1.80197, -1.08074)  0.246
H (1.10101, 1.09382, -0.24672)  0.265
H (-0.05774, 0.18784, -1.61804)  0.300
H (0.81130, -0.74533, 0.83286)  0.231
H (-0.54241, -0.98438, 1.86055)  0.240
H (-0.69473, -1.49916, 0.15779)  0.278